# 1
Below is a molecular structure, H2ORb, with properties calculated with ωB97M-V/def2-TZVPD.

XYZ file:
```
4
Properties=species:S:1:pos:R:3:forces:R:3:mulliken_charge:R:1
Rb -2.1673 -0.8224 0.2227 0.0 -0.1 0.1 0.983
O 0.5712 -0.0623 0.0543 -0.7 -0.2 0.0 -0.636
H 0.2998 0.4487 -0.7083 0.3 0.3 -0.4 0.337
H 1.2964 0.4360 0.4312 0.3 0.1 0.2 0.315
```
Forces are in eV/Å.

Calculated values
* spin multiplicity: 1
* E: -2729.9272 eV
* LUMO energy: -0.155 Ha
* orbital gap: 12.3 eV
* charge: +1

---

# 2
Below is a molecular structure, C24H36GeN6O3PbSe, with properties calculated with ωB97M-V/def2-TZVPD.

XYZ file:
```
72
Properties=species:S:1:pos:R:3:forces:R:3:mulliken_charge:R:1
Pb -0.8683 0.3641 0.8523 0.0 0.3 0.4 1.134
Se 0.3190 2.7842 -0.5562 0.3 0.1 -0.3 0.147
Ge 0.5112 2.7649 -3.8812 0.0 0.0 0.0 0.467
O -4.4043 2.9085 0.8734 0.0 0.0 0.0 -0.670
O -2.6428 1.7288 0.1705 0.3 -0.1 0.1 -0.581
O 0.0774 1.6951 2.3771 -0.1 -0.4 -0.2 -0.485
N 1.7548 -2.3795 -2.6240 0.1 0.0 0.0 0.122
N 1.5371 -2.7429 2.5569 0.1 0.0 0.0 -0.670
N 0.3723 -1.9528 -0.9293 0.6 0.1 -0.1 0.216
N 1.9673 -0.6998 3.3661 0.0 0.5 -0.1 -0.053
N -2.9746 0.2092 2.5051 0.2 0.0 0.0 -0.428
N 2.3435 -0.2415 0.3070 -0.3 0.0 0.2 0.151
C -0.0664 -3.0820 -1.6077 -0.1 0.2 -0.1 0.240
C -0.5133 -5.2347 -3.2782 0.0 0.0 0.0 -0.439
C 0.5512 0.9125 -4.5219 0.0 0.0 0.0 -0.739
C 0.8770 -2.5845 3.7642 -0.1 0.1 0.1 0.667
C -0.2855 -1.7469 6.1264 0.0 0.0 0.0 -0.553
C 2.3324 3.3794 -3.5250 0.0 0.0 0.0 -1.092
C 2.9253 -1.3240 1.1112 0.0 0.1 -0.1 -1.003
C -0.5391 -3.0311 5.6196 0.0 0.0 0.0 -0.476
C 0.5750 -4.4277 -3.5467 0.0 0.0 0.0 -1.094
C -3.7129 1.9037 0.8690 -0.2 0.0 0.1 0.541
C 0.0409 -3.4675 4.4455 0.0 0.0 0.0 -0.785
C -4.1285 0.7014 1.7397 0.0 0.1 0.0 -0.563
C -0.6118 2.9058 -2.2704 0.0 0.0 0.1 -1.117
C 0.5508 -0.8634 5.4709 0.0 0.0 -0.1 -0.863
C -0.6519 2.3912 3.3412 0.0 0.0 0.0 -1.029
C -1.3643 -4.9813 -2.1925 0.0 0.0 0.0 -0.579
C -0.3349 3.8911 -5.2370 0.0 0.0 0.0 -1.249
C 2.4034 -0.4679 -1.1228 -0.2 0.0 0.0 -0.436
C -0.6490 4.1927 0.3547 -0.1 -0.1 0.0 -1.034
C -1.1555 -3.9095 -1.3482 0.0 0.0 0.0 -0.788
C 1.4653 -1.5819 -1.5504 -0.1 0.0 0.4 -0.089
C 2.1423 -1.6063 2.3541 -0.1 -0.1 -0.2 0.438
C 1.1169 -1.3025 4.2773 -0.1 0.1 0.0 0.527
C 0.7779 -3.3548 -2.6876 0.0 0.0 0.0 0.654
H -1.3688 3.5790 -5.3852 0.0 0.0 0.0 0.379
H -1.5349 2.9019 2.9278 0.0 0.0 0.0 0.353
H 2.3448 4.4535 -3.3425 0.0 0.0 0.0 0.342
H -4.9692 0.9952 2.3691 0.0 0.0 0.0 0.310
H -0.3369 4.9317 -4.9128 0.0 0.0 0.0 0.358
H -2.1984 -5.6462 -2.0147 0.0 0.0 0.0 0.398
H -0.2177 4.2878 1.3467 0.0 0.0 0.0 0.257
H -0.1437 -4.4596 4.0567 0.0 0.0 0.0 0.451
H 2.1237 0.4569 -1.6356 0.0 0.0 0.0 -0.212
H 1.3098 0.8032 -5.2975 0.0 0.0 0.0 0.366
H -0.5099 5.1121 -0.2085 0.0 0.0 0.0 0.461
H 1.2346 -4.6278 -4.3805 0.0 0.0 0.0 0.398
H 2.7097 0.6676 0.5696 -0.1 -0.1 -0.2 0.251
H -1.0022 1.7470 4.1632 0.0 -0.1 0.1 0.288
H 2.8707 -2.2552 0.5497 0.1 0.0 -0.1 0.230
H -2.7576 0.8508 3.2597 0.0 0.0 0.0 0.123
H -0.7530 -1.4441 7.0539 0.0 0.0 0.0 0.399
H -1.6984 3.9102 0.4082 0.0 0.0 0.0 0.226
H -1.4033 2.1572 -2.2666 0.0 0.0 0.0 0.472
H 3.9788 -1.1250 1.3381 0.0 -0.1 0.1 0.471
H 0.7581 0.1183 5.8736 0.0 0.1 0.0 0.433
H 2.5230 -2.2606 -3.2601 0.0 0.0 0.0 0.205
H -1.8041 -3.7132 -0.5059 0.0 0.0 0.0 0.447
H 0.7745 0.2093 -3.7199 0.0 0.0 0.0 -0.061
H -1.2028 -3.6885 6.1650 0.0 0.0 0.0 0.409
H 2.9738 3.1662 -4.3801 0.0 0.0 0.0 0.390
H 3.4199 -0.7170 -1.4615 0.0 -0.1 -0.1 0.295
H -0.7128 -6.0845 -3.9174 0.0 0.0 0.0 0.382
H 0.1829 3.8289 -6.1935 0.0 0.0 0.0 0.369
H 2.7459 2.8883 -2.6448 0.0 0.0 0.0 0.317
H 2.0747 0.3119 3.2618 -0.2 -0.5 0.0 0.279
H -0.4145 0.6384 -4.9452 0.0 0.0 0.0 0.404
H -3.1468 -0.6975 2.9247 0.0 0.0 0.0 0.216
H -4.4533 -0.0949 1.0667 0.0 0.0 0.0 0.280
H -0.0327 3.1692 3.8071 0.0 0.0 0.0 0.298
H -1.1018 3.8798 -2.2720 0.0 0.0 0.0 0.526
```
Forces are in eV/Å.

Calculated values
* spin multiplicity: 1
* E: -167667.2723 eV
* LUMO energy: 0.012 Ha
* orbital gap: 8.3 eV
* charge: 0

---

# 3
Below is a molecular structure, C25H35AsF6N6O6STa, with properties calculated with ωB97M-V/def2-TZVPD.

XYZ file:
```
81
Properties=species:S:1:pos:R:3:forces:R:3:mulliken_spin:R:1
Ta 0.6127 1.2465 -0.3112 -0.7 -0.2 -0.2 0.694
As 3.8683 -0.0538 0.4113 -0.4 0.7 0.1 0.002
S -1.3988 4.3392 -0.2697 0.0 0.1 0.0 -0.005
F 3.4018 -1.4782 -0.3749 0.1 -0.1 -0.1 0.000
F 3.9670 1.4813 1.2292 0.3 -0.2 0.0 -0.001
F 4.3094 -0.8612 1.8204 0.0 -0.1 0.0 0.000
F 3.0929 0.9169 -0.9180 0.0 -0.2 0.4 0.016
F 2.0387 0.0096 1.0548 -0.1 0.6 -0.8 0.001
F 5.3720 0.0967 -0.3137 0.1 -0.1 0.0 0.001
O -1.4268 5.1162 0.9104 0.0 0.0 0.0 0.000
O -1.7301 4.8961 -1.5216 0.0 0.0 0.0 -0.001
O -2.9357 3.2447 0.0203 0.0 -0.1 0.0 0.000
O 1.3191 -0.6006 -1.9092 -0.1 0.5 0.3 -0.006
O -1.4532 -1.4724 1.4891 0.0 -0.1 -0.1 -0.002
O -0.4805 3.2135 -0.2927 0.0 0.5 0.1 -0.071
N -0.1266 -0.7436 -0.2415 0.0 -0.1 0.4 0.043
N 2.0017 3.1252 0.1217 -0.1 -0.5 0.0 0.064
N 0.3619 1.8153 -2.5072 0.3 0.0 0.6 0.057
N -1.8938 1.2392 -0.7603 0.8 0.1 0.1 0.028
N 0.6726 -2.6782 -1.0100 0.1 0.1 -0.1 0.003
N 0.1693 1.7174 1.9248 0.1 -0.3 -0.7 0.042
C -2.5263 -3.2339 -1.0650 0.1 0.0 0.0 0.000
C -1.3386 -5.2701 -0.6193 0.0 0.0 0.0 0.000
C 1.6894 3.6666 1.4754 -0.1 -0.1 0.0 0.001
C -3.4789 -5.3365 -1.7182 0.0 0.0 0.0 0.000
C -1.4148 -3.8856 -0.5381 0.0 0.1 0.1 -0.001
C -3.5562 -3.9530 -1.6496 0.0 0.0 0.0 0.000
C 2.0803 4.1831 -0.9284 0.0 -0.1 -0.1 0.011
C 1.8315 -3.9080 1.2648 0.0 0.0 0.0 0.000
C -2.3660 -5.9901 -1.2112 0.0 0.0 0.0 0.000
C -2.1198 1.7005 -2.1595 0.1 -0.1 -0.1 -0.004
C -0.2541 -3.0905 0.0585 -0.1 -0.2 0.0 0.001
C -0.7147 -1.7065 0.5642 0.1 0.1 0.1 0.013
C -2.3487 1.4910 1.7013 0.1 0.1 -0.1 0.029
C 1.3041 2.5471 2.4346 0.2 0.2 0.1 0.011
C -1.1642 2.2415 2.3224 -0.1 -0.1 -0.1 -0.003
C -0.3302 -4.2968 2.2523 0.0 0.0 0.0 0.000
C 0.7446 3.1891 -2.9430 0.2 0.1 0.0 0.006
C 0.4490 -3.7969 1.2102 0.0 0.0 0.0 0.001
C 1.6595 -5.0301 3.3858 0.0 0.0 0.0 0.000
C -0.9357 1.3080 -3.0308 -0.2 -0.1 0.1 0.018
C -2.7820 1.7917 0.2712 0.0 -0.3 0.2 -0.003
C 0.6942 -1.3667 -1.1461 -0.1 -0.1 0.0 0.001
C 2.4328 -4.5319 2.3513 0.0 0.0 0.0 0.000
C 0.2756 -4.9092 3.3353 0.0 0.0 0.0 0.000
C 2.0912 3.6272 -2.3548 -0.1 0.0 0.1 0.021
H -2.1577 0.4140 1.7397 -0.1 -0.1 0.1 -0.014
H -3.7941 1.4061 0.1253 0.0 0.1 -0.1 -0.003
H -0.8528 0.2210 -3.0764 0.0 0.0 0.0 0.000
H 2.9890 4.7657 -0.7682 0.0 0.0 0.0 0.000
H -1.4082 -4.2135 2.2081 0.0 0.0 0.0 0.000
H 3.5099 -4.6279 2.3832 0.0 0.0 0.0 0.000
H 2.4794 4.4166 -2.9992 0.0 0.0 0.0 0.001
H -1.1873 3.3027 2.1114 0.0 0.1 0.1 -0.004
H -1.1090 1.6750 -4.0444 0.1 0.0 0.0 0.000
H 2.1302 -5.5179 4.2286 0.0 0.0 0.0 0.000
H 1.2405 -3.3174 -1.5446 0.0 0.0 -0.1 0.000
H 1.0713 1.1937 -2.8998 0.0 -0.1 0.1 0.031
H -0.4796 -5.7900 -0.2139 0.0 0.0 0.0 0.000
H -2.5945 -2.1504 -1.0201 -0.1 0.0 0.0 -0.002
H 0.8882 4.3956 1.3868 0.0 0.1 0.0 0.000
H 2.8094 2.8046 -2.4219 0.0 0.0 -0.1 -0.003
H 0.2582 0.8035 2.3719 0.0 -0.1 -0.1 0.019
H -3.5189 3.6437 0.6917 0.0 0.0 -0.1 0.000
H 1.0564 2.9758 3.4083 -0.1 0.0 0.0 0.002
H 2.9385 2.7307 0.1868 0.0 -0.1 0.0 0.015
H -0.3351 -5.3004 4.1379 0.0 0.0 0.0 0.000
H -2.2981 -7.0679 -1.2722 0.0 0.0 0.0 0.000
H 0.8256 3.1840 -4.0317 -0.1 -0.1 0.0 -0.003
H -1.2561 2.1414 3.4053 0.0 0.0 0.0 -0.003
H -4.2866 -5.9022 -2.1620 0.0 0.0 0.0 0.000
H -3.2167 1.6631 2.3425 0.0 0.0 0.0 0.002
H -0.0430 3.8874 -2.6805 -0.1 0.0 0.0 -0.006
H -2.0422 0.2326 -0.7317 0.0 0.0 0.1 0.013
H -2.2440 2.7754 -2.1806 -0.1 0.0 0.0 -0.002
H -4.4200 -3.4371 -2.0479 0.0 0.0 0.0 0.000
H 2.5573 4.1856 1.8857 0.0 0.0 0.0 -0.003
H 2.1535 1.8830 2.5709 0.0 0.0 0.0 -0.003
H 1.2452 4.8699 -0.7994 0.0 0.1 0.0 -0.001
H 2.4539 -3.5145 0.4719 0.0 0.0 0.0 0.000
H -3.0268 1.2583 -2.5774 0.0 0.0 0.0 -0.002
```
Forces are in eV/Å.

Calculated values
* spin multiplicity: 2
* E: -137241.1088 eV
* LUMO energy (alpha / beta): -0.238 / -0.236 Ha
* orbital gap (alpha / beta): 7.1 / 7.1 eV
* charge: +2

---

# 4
Below is 2 unconnected molecules or ions with the total composition C32H35N2O4S, with properties calculated with ωB97M-V/def2-TZVPD.

XYZ file:
```
74
Properties=species:S:1:pos:R:3:forces:R:3:mulliken_charge:R:1
S 1.6468 -1.2711 4.0278 -1.4 -1.3 0.1 0.258
O -0.5828 0.7378 4.0244 -0.6 -0.6 -0.1 -0.801
O 6.0374 -0.3014 0.1886 -0.5 -0.2 0.1 -0.472
O -3.6717 -1.1629 -1.1479 -0.4 0.6 -0.1 -0.453
O -6.5399 -1.5480 4.0381 -0.1 -0.8 0.0 -0.461
N -0.9717 3.0979 -3.3128 2.2 -0.6 -0.5 0.138
N 4.2935 1.6730 -4.6340 -1.4 -0.3 -0.1 0.168
C 2.0959 -2.3606 5.4339 0.6 0.5 -0.3 -1.045
C -1.3045 4.4659 -3.6576 0.0 0.5 -0.2 -0.903
C -3.8217 1.1498 -1.9114 0.5 -0.4 0.0 -0.579
C 2.0960 -2.4440 2.6919 0.6 0.5 0.3 -1.002
C 3.9511 0.5651 -2.6872 0.3 0.5 -0.9 0.272
C -5.0905 -1.0905 -0.8410 0.5 0.0 0.0 -0.870
C 1.4171 0.4427 -2.7521 -0.4 1.0 -0.9 -0.484
C 0.2879 1.2491 -2.9270 0.0 -0.8 -0.1 0.659
C -0.0350 -1.5331 4.0002 -0.6 0.2 0.0 -0.782
C -5.1971 -1.3537 4.0417 0.8 0.0 0.0 0.963
C -1.7070 -0.1375 -1.9850 -1.0 -0.3 0.3 -0.404
C -4.2654 -2.4137 4.0430 -0.6 0.5 0.0 -0.704
C -3.0930 -0.0522 -1.6724 0.2 0.3 -0.2 0.510
C -2.9071 -2.1279 4.0334 0.2 0.5 0.0 -0.612
C -6.9986 -2.9223 4.0528 0.2 0.7 0.0 -0.809
C 5.6263 0.1560 -1.0216 -1.0 0.0 -0.4 0.482
C 4.9358 2.3369 -5.7523 0.0 0.1 -0.5 -0.924
C -1.8401 2.1444 -2.7814 0.1 -0.7 0.3 0.237
C 4.9411 1.1597 -3.5089 -0.7 -0.2 0.5 0.031
C 6.6169 0.7369 -1.8648 -0.6 -0.2 0.0 -0.991
C -0.9640 -0.4514 4.0187 1.0 0.4 0.0 1.082
C -1.0926 0.9603 -2.5355 -0.3 1.1 0.0 0.878
C -2.4330 -0.8052 4.0264 -0.3 -0.1 0.0 0.342
C 0.2803 2.5712 -3.4320 -1.6 0.6 0.3 -0.952
C 6.2732 1.2533 -3.1109 0.0 -0.2 0.3 -0.843
C 2.6634 0.7627 -3.3388 0.5 0.0 0.0 0.277
C -3.1859 2.2604 -2.4647 0.0 -0.2 0.0 -1.372
C -3.3765 0.2384 4.0268 0.4 -0.2 0.0 -0.485
C 5.0359 -0.8715 1.0631 0.4 0.3 -0.4 -0.861
C 2.9469 1.4442 -4.5416 1.0 0.2 0.7 -1.021
C 4.2721 0.0773 -1.4399 1.1 -0.3 0.9 0.323
C -4.7304 -0.0157 4.0343 -0.4 -0.9 0.0 -0.551
H 4.5149 3.3391 -5.9096 0.2 -0.2 0.2 0.332
H 3.4872 -0.3386 -0.8066 0.4 0.1 -0.1 0.515
H -4.6031 -3.4493 4.0486 0.2 0.3 0.0 0.363
H 6.0044 2.4181 -5.5427 -0.2 0.0 -0.1 0.280
H 1.6391 -2.0576 1.7755 0.1 -0.1 0.3 0.310
H 1.3387 -0.4379 -2.1148 0.1 0.2 0.0 0.403
H -5.4478 0.7977 4.0348 0.0 -0.1 0.0 0.434
H 4.2775 -0.1205 1.3394 0.3 -0.2 -0.1 0.404
H -0.3304 -2.5784 4.0377 0.2 0.2 0.0 0.102
H -1.0922 4.6601 -4.7174 -0.2 -0.2 0.3 0.336
H -8.0846 -2.8375 4.0564 0.1 -0.2 0.0 0.244
H -2.3647 4.6298 -3.4570 0.3 0.1 -0.1 0.289
H 1.6330 -1.9333 6.3278 0.1 -0.1 -0.3 0.375
H 1.7196 -3.3685 5.2295 0.0 0.3 0.1 0.352
H -4.8834 1.1973 -1.6649 0.5 0.1 -0.1 0.426
H 7.0105 1.7185 -3.7605 0.0 -0.1 0.3 0.235
H -5.2972 -0.3205 -0.0796 0.2 -0.3 -0.2 0.350
H 1.1071 3.1624 -3.8097 -0.2 0.0 0.2 0.731
H 2.2638 1.7827 -5.3118 0.2 -0.2 0.0 0.735
H 5.6019 -1.1835 1.9424 -0.2 0.0 -0.1 0.302
H 3.1871 -2.4557 2.6042 -0.1 -0.3 -0.1 0.291
H 3.1862 -2.3462 5.5222 -0.1 -0.2 0.2 0.380
H -5.3270 -2.0807 -0.4509 -0.1 0.2 0.0 0.239
H -1.1448 -1.0486 -1.8024 -0.3 0.0 0.1 0.493
H -6.6564 -3.4658 3.1585 -0.1 0.2 0.2 0.313
H 1.6944 -3.4286 2.9552 0.1 0.3 -0.2 0.452
H 4.5416 -1.7387 0.5949 0.2 0.2 0.1 0.349
H 7.6382 0.7667 -1.4950 -0.2 0.0 -0.1 0.457
H -5.6856 -0.8827 -1.7444 0.3 -0.1 0.2 0.389
H -2.2166 -2.9670 4.0321 -0.1 0.2 0.0 0.209
H 4.7901 1.7695 -6.6819 0.1 0.0 0.3 0.335
H -0.7035 5.1732 -3.0684 -0.3 -0.3 0.0 0.348
H -3.0279 1.2681 4.0214 0.1 -0.2 0.0 0.436
H -6.6499 -3.4495 4.9541 -0.1 0.2 -0.2 0.340
H -3.7292 3.1856 -2.6413 0.0 -0.2 0.1 0.211
```
Forces are in eV/Å.

Calculated values
* spin multiplicity: 1
* E: -55748.4778 eV
* LUMO energy: -0.160 Ha
* orbital gap: 4.8 eV
* charge: +1

---

# 5
Below is 2 unconnected molecules or ions with the total composition CHF2IO, with properties calculated with ωB97M-V/def2-TZVPD.

XYZ file:
```
6
Properties=species:S:1:pos:R:3:forces:R:3:mulliken_charge:R:1
I -2.2982 2.4212 -2.3519 -0.1 0.9 -0.6 -0.082
F 2.3601 -0.8172 0.9587 0.1 0.4 0.0 -0.151
F 0.6629 -1.9476 1.4972 -0.1 0.8 -0.3 -0.164
O 0.3712 -0.0076 0.4519 -1.9 2.3 -1.2 -0.291
C 1.0460 -0.7960 0.9187 1.9 -3.4 1.5 0.603
H -2.1420 1.1471 -1.4746 0.1 -0.9 0.7 0.085
```
Forces are in eV/Å.

Calculated values
* spin multiplicity: 1
* E: -16636.2147 eV
* LUMO energy: 0.021 Ha
* orbital gap: 10.6 eV
* charge: 0

---

# 6
Below is 2 unconnected molecules or ions with the total composition C4H5FN2O5, with properties calculated with ωB97M-V/def2-TZVPD.

XYZ file:
```
17
Properties=species:S:1:pos:R:3:forces:R:3:mulliken_charge:R:1
F 0.4449 -2.1306 1.3788 -0.2 0.5 -1.5 -0.191
O 3.5874 1.8759 0.8029 0.7 3.6 1.2 -0.468
O 0.8174 -0.0420 -1.3257 -0.4 -0.5 0.1 -0.642
O 4.3402 0.5003 -0.7497 2.8 0.1 -2.9 -0.469
O 1.9892 -0.1335 0.5400 -3.3 -1.8 -0.2 -0.612
O -0.9961 -1.8253 -0.3105 1.4 -0.2 0.6 -0.320
N 3.7572 0.9875 0.1055 -2.2 -3.3 1.3 1.032
N 1.0142 -0.5763 -0.2073 2.4 2.0 0.0 0.957
C -1.5647 1.3591 0.5029 -0.1 0.1 -0.1 -0.597
C -1.8459 -0.7385 -0.7758 -0.4 0.8 -0.5 -0.493
C 0.1723 -1.5362 0.2112 -0.7 -0.9 1.5 0.384
C -2.1620 0.1900 0.3557 0.0 -0.4 0.0 -0.092
H -1.7715 2.0017 1.3413 -0.1 0.1 0.2 0.273
H -2.8623 -0.1843 1.0895 -0.1 0.0 0.1 0.320
H -0.8549 1.7194 -0.2232 0.2 0.0 -0.2 0.254
H -2.7296 -1.2564 -1.1486 0.1 0.0 0.1 0.312
H -1.3358 -0.2109 -1.5869 -0.2 -0.2 0.2 0.352
```
Forces are in eV/Å.

Calculated values
* spin multiplicity: 1
* E: -20153.9320 eV
* LUMO energy (alpha / beta): -0.080 / 0.017 Ha
* orbital gap (alpha / beta): 5.5 / 9.8 eV
* charge: 0

---

Table of max |F| (eV/Å), in record order: 0.693, 0.657, 1.035, 2.301, 4.137, 4.186